96
Properties=species:S:1:pos:R:3 method="wB97M-V/def2-TZVPD" total_charge=-2 e_lumo_ev=4.14 de_lowest_kj_mol=26.61 homo_lumo_gap_ev=7.2518
S -25.39138 26.33445 1.30546
O -24.46156 27.38786 1.21337
O -24.90040 25.34758 2.21419
O -26.62533 26.90314 1.76732
O -25.54023 25.74903 -0.03425
N -24.56541 23.89458 -1.71532
C -24.86968 22.50731 -1.62691
C -24.00488 21.81484 -2.61984
C -23.27370 22.86834 -3.26347
C -23.69505 24.11707 -2.72808
H -24.94749 24.81366 -1.17431
H -25.63138 22.43814 -0.83013
H -24.03103 20.83519 -2.63653
H -22.33502 22.89729 -3.95746
H -23.35893 25.09440 -2.96329
N -23.61497 25.59864 5.25719
C -22.35703 25.08408 5.62180
C -22.34165 25.19275 7.13615
C -23.57793 26.01341 7.55364
C -24.29893 26.30918 6.25928
H -23.90457 25.59187 4.20716
H -21.78532 24.51531 5.03152
H -21.52245 24.71064 7.73052
H -23.73974 26.27667 8.64733
H -25.13017 26.92924 5.92462
N -28.02756 28.86202 0.63419
C -29.12812 28.93135 -0.26621
C -29.29168 30.29005 -0.85867
C -28.20482 31.13092 -0.13341
C -27.54594 30.11829 0.80747
H -27.51726 28.11900 1.34333
H -29.79300 27.98682 -0.67772
H -30.09036 30.76885 -1.47109
H -28.19382 32.14602 -0.20947
H -26.91115 30.39997 1.59207
N -25.50533 22.87296 2.45454
C -24.78027 22.05377 3.28454
C -25.44825 20.83843 3.45877
C -26.67098 20.84797 2.51608
C -26.63471 22.26704 1.86385
H -25.28341 23.96509 2.01781
H -23.76077 22.42562 3.44605
H -25.15588 19.99162 4.11817
H -27.33310 19.98345 2.41051
H -27.40912 22.54851 1.26604
N -27.07467 28.43332 4.88069
C -27.82559 28.02218 5.88714
C -27.91111 29.07872 6.92961
C -26.92239 30.15094 6.50196
C -26.35156 29.63899 5.12053
H -26.77836 27.95610 4.06255
H -28.23851 27.10747 5.78189
H -28.53621 28.96310 7.76863
H -26.59451 31.16751 6.70619
H -25.57502 29.98831 4.39786
N -22.25800 28.05615 0.06564
C -21.23840 29.05456 0.26711
C -20.09863 28.81111 -0.69600
C -20.51770 27.77076 -1.62964
C -21.98473 27.42091 -1.14985
H -23.26288 27.86417 0.60322
H -21.09390 29.86218 1.04523
H -19.29576 29.41061 -0.52257
H -20.14742 27.40527 -2.44468
H -22.86387 26.77835 -1.50652
N -23.56242 29.82563 2.87635
C -23.83928 31.06761 2.33162
C -23.25285 32.11142 3.24714
C -22.76649 31.27248 4.48485
C -22.97243 29.79852 4.20310
H -23.75819 28.92239 2.43996
H -24.38096 31.17477 1.40670
H -23.22126 33.23517 3.31244
H -22.15614 31.63823 5.28429
H -22.90696 28.69613 4.62415
C -28.54079 24.74427 -0.88205
N -29.59422 23.85910 -0.57669
O -29.37233 22.79879 -0.16372
O -30.73270 24.24628 -0.67359
H -28.71652 25.20598 -1.67428
H -27.61630 24.21651 -1.03533
H -28.42255 25.62761 -0.11299
C -30.22511 25.62452 2.80065
N -31.29015 25.93880 1.80666
O -31.02073 26.88527 1.11383
O -32.28102 25.33673 1.79461
H -30.28799 24.66325 3.11005
H -30.40985 26.31663 3.74505
H -29.07481 25.76286 2.49077
C -22.28837 24.15514 0.77315
N -21.17406 23.34042 1.24121
O -20.29693 22.99438 0.46941
O -21.17973 22.97783 2.36987
H -22.32489 24.50810 -0.27080
H -22.35198 24.81242 1.59956
H -23.11433 23.49005 0.56788

85
Properties=species:S:1:pos:R:3 method="wB97M-V/def2-TZVPD" s2=8.78 total_charge=+2 spin_multiplicity=6 e_lumo_ev="-6.03 / -5.70" de_lowest_kj_mol=0.00 homo_lumo_gap_ev="7.0813 / 7.3712"
Sm -0.88729 0.48501 -0.33561
C 1.69818 -0.28809 0.04945
C 1.12783 -0.04548 1.34498
C 0.93010 1.34908 1.46082
C 1.27785 1.91078 0.20067
C 1.90741 0.95443 -0.61411
C 2.81903 1.21390 -1.81804
C 2.10804 1.30444 -3.16687
C 3.77605 0.03393 -1.90487
C 3.62282 2.47609 -1.57905
C 0.67798 2.33272 2.59808
C -0.49437 3.23561 2.25417
C 2.05768 3.12740 2.61977
C 0.47042 1.85450 4.06185
C 1.24464 -1.08487 2.42058
C 2.63150 -0.83309 3.20132
C 0.08430 -1.06699 3.49502
C 1.37392 -2.54086 1.83722
H 1.90740 -1.26152 -0.30700
H 1.21126 2.99853 0.03294
H 1.27779 0.61043 -3.26452
H 2.79870 1.09816 -3.97143
H 1.65105 2.27449 -3.32872
H 3.13703 -0.84323 -2.06121
H 4.36187 -0.05259 -0.99240
H 4.45730 0.14004 -2.79254
H 3.05577 3.37107 -1.30271
H 4.21064 2.69877 -2.49810
H 4.33475 2.29505 -0.73214
H -0.47614 3.41275 1.17590
H -0.34718 4.19411 2.73577
H -1.45199 2.81174 2.52980
H 2.33486 3.41976 1.60109
H 2.83774 2.49602 3.05546
H 1.84974 4.03044 3.19276
H -0.48968 1.34198 4.17649
H 0.41892 2.79180 4.65380
H 1.25894 1.16910 4.41816
H 2.67446 0.15427 3.67627
H 3.48367 -0.98631 2.48098
H 2.70883 -1.62418 4.01078
H 0.33278 -0.59826 4.47551
H -0.11620 -2.08615 3.85478
H -0.88349 -0.71854 3.13475
H 2.32593 -2.59498 1.24530
H 0.45462 -2.78601 1.23512
H 1.45562 -3.23566 2.70693
C -3.67105 -0.26584 3.86867
O -4.16129 0.61814 2.78369
C -3.48239 0.71687 1.67237
O -2.49083 -0.02738 1.33661
N -3.99673 1.70245 0.84622
N -3.14779 2.01293 -0.26448
H -4.56860 -0.35697 4.48640
H -2.94693 0.34521 4.41649
H -3.22416 -1.16879 3.45621
H -4.69296 2.34817 1.21100
H -3.00127 3.02828 -0.29673
H -3.51298 1.69274 -1.14083
N -1.97121 -4.06644 -0.42310
C -2.02877 -2.77573 -0.09831
N -1.18137 -2.01152 -0.83138
C -0.45874 -2.88638 -1.66871
C 0.54220 -2.69262 -2.64373
C 1.05155 -3.80845 -3.25312
C 0.46892 -5.06211 -3.07975
C -0.41922 -5.33511 -2.03928
C -0.90774 -4.22451 -1.37347
H -2.49046 -4.83299 0.02516
H -2.70086 -2.34847 0.64502
H 0.93297 -1.63251 -2.84938
H 1.88879 -3.71413 -3.92762
H 0.87554 -5.82078 -3.75939
H -0.80606 -6.30498 -1.81159
Br -0.83760 2.99020 -2.26948
C -1.88885 1.61053 -3.12724
C -1.97093 1.74521 -4.52468
C -2.65113 0.78039 -5.24341
C -3.05417 -0.40824 -4.58902
C -3.05147 -0.40953 -3.21471
N -2.36608 0.51653 -2.49269
H -1.65954 2.68043 -4.94593
H -2.73075 0.90888 -6.34560
H -3.32176 -1.28406 -5.10614
H -3.56737 -1.19901 -2.69530

103
Properties=species:S:1:pos:R:3 method="wB97M-V/def2-TZVPD" e_lumo_ev=-0.10 smiles="CCC[C@]1(S)[C@@](CCCI)(CCCSC(=S)N(CC)CC)C(=O)N[C@@]1(I)[C@@H](Cl)CC.FC(F)C(F)(F)COC(F)(F)C(F)F.FC(F)C(F)(F)COC(F)(F)C(F)F" homo_lumo_gap_ev=7.6456
C -0.56754 -3.38423 4.93019
C -1.42989 -4.08299 3.85579
C -1.73144 -3.23353 2.61283
C -0.66310 -2.99873 1.52444
S 1.02763 -3.62576 1.94794
C -0.44015 -1.46699 1.18493
C -1.78904 -0.74322 0.82772
C -2.00568 -0.23480 -0.60138
C -1.21234 1.04002 -0.92341
I -0.86526 1.23898 -3.03444
C 0.19198 -0.54585 2.26095
C 1.54253 -0.73192 2.95449
C 2.76301 -0.66267 2.02816
S 4.18864 -0.25617 3.08452
C 5.59853 -0.87024 2.18042
S 6.70966 -1.72081 3.04925
N 5.69465 -0.59280 0.83734
C 6.91234 -1.08448 0.16925
C 6.93304 -2.61568 -0.01570
C 5.26280 0.73907 0.36485
C 4.12282 0.68442 -0.66769
C 0.33979 -1.61375 -0.11283
O 1.20618 -0.91162 -0.55733
N -0.17021 -2.72585 -0.75804
C -0.90810 -3.61424 0.07114
I -3.09787 -3.56430 -0.55100
C -0.62699 -5.12518 -0.24316
Cl 1.01654 -5.43199 -0.93001
C -0.94707 -6.12566 0.87444
C -1.26604 -7.51494 0.30086
H 0.45247 -3.77518 4.96133
H -0.99418 -3.55726 5.92509
H -0.52963 -2.30150 4.77721
H -2.40493 -4.31944 4.29988
H -0.99329 -5.05235 3.59369
H -2.05035 -2.24976 2.98561
H -2.61651 -3.65379 2.12320
H 0.68096 -4.64236 2.73943
H -2.63564 -1.37988 1.09915
H -1.87777 0.13432 1.48213
H -1.86317 -1.00258 -1.36545
H -3.06801 0.02875 -0.65643
H -1.77877 1.93212 -0.65170
H -0.21896 1.06380 -0.47523
H -0.56690 -0.45544 3.05253
H 0.22527 0.44282 1.77895
H 1.62358 0.09119 3.68212
H 1.59267 -1.64552 3.55209
H 2.94906 -1.61030 1.51851
H 2.61723 0.11876 1.27681
H 6.91535 -0.61948 -0.82232
H 7.80355 -0.72609 0.69927
H 6.11789 -3.07876 0.54263
H 6.78586 -2.87048 -1.07182
H 7.87824 -3.04572 0.32529
H 5.01818 1.37066 1.22102
H 6.13467 1.19391 -0.12083
H 3.49933 1.58010 -0.62819
H 3.50295 -0.20453 -0.51111
H 4.54073 0.59138 -1.67986
H 0.34491 -3.08705 -1.54834
H -1.27463 -5.38873 -1.08033
H -0.09043 -6.22020 1.54308
H -1.81650 -5.75932 1.43094
H -1.30777 -8.24994 1.11231
H -2.21946 -7.51874 -0.23412
H -0.46479 -7.84101 -0.37223
C -8.01383 2.10860 -1.51165
C -6.50421 1.84532 -1.55949
C -5.98239 0.75944 -2.50757
F -6.48749 -0.44994 -2.19426
F -4.63920 0.69972 -2.37615
F -6.02058 1.64189 -0.31733
F -5.95347 3.00196 -2.03949
O -8.74498 1.51295 -0.46098
C -9.29587 0.27209 -0.55229
C -8.71980 -0.69207 0.49781
F -7.37855 -0.76707 0.39827
F -9.23709 -1.92029 0.28256
F -9.21633 -0.23412 -1.79204
F -10.61254 0.39183 -0.25227
H -8.08999 3.17585 -1.30852
H -8.47369 1.92856 -2.48412
H -6.22943 1.00035 -3.54427
H -8.99224 -0.34930 1.49726
C 4.17023 6.31328 -3.70807
C 3.35003 5.54303 -2.66514
C 1.83271 5.75139 -2.64179
F 1.51869 7.03997 -2.39512
F 1.30564 4.99376 -1.65974
F 3.86712 5.71990 -1.43419
F 3.50062 4.22426 -3.00192
O 4.82623 7.49088 -3.28719
C 4.24720 8.72088 -3.33473
C 4.12368 9.35398 -1.93929
F 3.43972 8.54889 -1.10527
F 3.45626 10.52222 -2.05599
F 3.07372 8.71112 -3.98465
F 5.08242 9.53270 -4.03011
H 4.98704 5.63525 -3.95097
H 3.59498 6.46991 -4.62136
H 1.39582 5.44649 -3.59627
H 5.11896 9.53985 -1.53247

105
Properties=species:S:1:pos:R:3 method="wB97M-V/def2-TZVPD" total_charge=+1 e_lumo_ev=-2.65 de_lowest_kj_mol=0.00 homo_lumo_gap_ev=7.6837
C -2.60753 -0.35503 3.82064
C -3.19840 -0.85234 2.51429
N -2.57664 -0.14970 1.38773
N -2.48211 -0.89377 0.21035
C -3.66085 -1.53318 -0.39626
C -4.10774 -0.65200 -1.56773
C -4.83097 0.61319 -1.11688
C -5.23873 1.52661 -2.27574
N -4.26321 1.55373 -3.34264
C -4.07472 0.64636 -4.36254
C -3.02027 1.06832 -5.16010
C -2.54124 2.29424 -4.61122
C -3.34055 2.55184 -3.50113
C -1.31787 -0.98107 -0.35978
N -1.10970 -1.75260 -1.48150
P -0.88449 -3.55720 -1.26995
N -1.26601 -3.88776 0.34936
O 0.72036 -3.75156 -1.22622
C -0.06224 -1.03453 -2.19780
C 0.56201 0.03115 -1.20438
C 0.06936 1.41977 -1.63978
C 0.39311 2.60405 -0.71426
C 0.44059 3.87963 -1.57362
I -1.11951 2.91905 0.75709
C 2.07167 -0.20934 -1.14976
F 2.31871 -1.52303 -0.96044
F 2.67148 0.42118 -0.11105
C 2.86770 0.21175 -2.44221
F 2.06004 0.38286 -3.49788
F 3.71049 -0.78092 -2.75173
C 3.76634 1.47422 -2.30129
F 3.12762 2.51057 -1.80403
F 4.85086 1.21235 -1.60397
F 4.15590 1.79754 -3.53122
N -0.19399 -0.27555 0.04605
C 0.42259 -0.97463 1.16250
O 1.10753 -0.08894 1.98339
C 2.05424 -0.77848 2.78997
C 1.49277 -1.03996 4.17736
H -1.54987 -0.58177 3.89798
H -2.72764 0.72617 3.85147
H -3.18457 -0.76044 4.64612
H -3.13723 -1.93039 2.39001
H -4.26897 -0.62635 2.53425
H -2.99115 0.75615 1.20780
H -3.45055 -2.52086 -0.78246
H -4.47643 -1.59634 0.31428
H -4.78426 -1.23515 -2.19383
H -3.25504 -0.41321 -2.19357
H -4.16457 1.17713 -0.46144
H -5.69755 0.32927 -0.52352
H -6.22550 1.28599 -2.66250
H -5.30148 2.53984 -1.89294
H -4.67803 -0.23559 -4.47225
H -2.62176 0.60412 -6.04306
H -1.73691 2.91438 -4.95650
H -3.22848 3.42399 -2.87918
H -2.21449 -4.22289 0.44440
H -1.05215 -3.16945 1.03353
H 1.06244 -3.70492 -0.31824
H 0.57637 -1.61069 -2.85501
H -0.59579 -0.39532 -2.90784
H -1.01673 1.32563 -1.63762
H 0.34754 1.63913 -2.66398
H 1.34706 2.50027 -0.21875
H 0.87389 4.71463 -1.03472
H -0.58412 4.16414 -1.80585
H 0.93326 3.70526 -2.52447
H -0.39951 -1.40466 1.75313
H 1.05045 -1.81136 0.85763
H 2.44103 -1.67067 2.31448
H 2.90440 -0.10805 2.91371
H 2.22048 -1.53764 4.81145
H 0.57937 -1.62169 4.09727
H 1.29670 -0.07152 4.62806
C 8.07517 0.96919 -2.38965
C 9.43486 0.32987 -2.21967
O 10.28716 1.26222 -2.85289
C 9.70108 2.49318 -2.75004
O 10.24756 3.52082 -2.94250
O 8.39771 2.36086 -2.38540
F 9.51905 -0.86293 -2.85812
H 7.62331 0.70128 -3.34610
H 7.38493 0.72895 -1.58621
H 9.74910 0.19954 -1.18260
C -5.97474 3.82538 4.79614
C -4.66428 4.56423 4.63769
O -4.05709 3.86441 3.55915
C -5.05662 3.35225 2.79345
O -4.90839 2.93438 1.69161
O -6.23130 3.38924 3.45301
F -3.88248 4.45789 5.73401
H -5.86666 2.95649 5.44602
H -6.78312 4.45147 5.16169
H -4.76405 5.61686 4.37020
C 3.36914 -6.31419 3.16637
C 4.04327 -5.66258 1.97876
O 2.98698 -4.86712 1.44161
C 2.15966 -4.55283 2.46654
O 1.32866 -3.69901 2.41020
O 2.40415 -5.31509 3.54076
F 4.43780 -6.56021 1.05578
H 2.85045 -7.22920 2.88067
H 4.04781 -6.52422 3.98727
H 4.88410 -5.01506 2.23080

89
Properties=species:S:1:pos:R:3 method="wB97M-V/def2-TZVPD" s2=3.78 spin_multiplicity=4 e_lumo_ev="-0.70 / -0.79" de_lowest_kj_mol=172.70 homo_lumo_gap_ev="5.6899 / 6.4082"
V -0.74556 0.35964 -0.37550
C 1.54005 -2.78890 0.51067
N 0.48140 -2.11094 -0.25812
C 0.79748 -2.12462 -1.69062
C 1.94118 -1.14971 -1.91286
N 1.42818 0.19515 -2.17769
C 2.43166 1.20955 -1.83651
C 0.99919 0.37013 -3.55277
C 1.84965 0.03676 -4.60441
C 1.45475 0.20202 -5.92031
C 0.19005 0.71535 -6.18612
C -0.64369 1.08112 -5.14471
C -0.25022 0.92933 -3.80909
S -1.29050 1.49900 -2.51239
C -0.75750 -2.73879 0.14361
C -1.19980 -3.92344 -0.42319
C -2.28588 -4.59818 0.11595
C -2.91060 -4.09060 1.24578
C -2.47808 -2.89464 1.80473
C -1.41098 -2.18766 1.25336
S -0.94659 -0.59185 1.88801
H 1.65993 -3.81834 0.14789
H 1.25417 -2.81470 1.56005
H 2.48850 -2.26503 0.44092
H -0.08705 -1.80081 -2.24686
H 1.07273 -3.12410 -2.05417
H 2.61102 -1.51189 -2.69942
H 2.52759 -1.07201 -1.00038
H 3.33583 1.11220 -2.44994
H 2.70195 1.11015 -0.78528
H 2.00257 2.19788 -1.99900
H 2.83580 -0.35984 -4.39248
H 2.12742 -0.05682 -6.72767
H -0.14530 0.82810 -7.21003
H -1.62139 1.50016 -5.34641
H -0.69554 -4.32434 -1.29492
H -2.62420 -5.52416 -0.33039
H -3.74305 -4.62148 1.69065
H -2.97568 -2.48530 2.67522
O 0.58366 3.90830 1.05844
C -0.07278 2.85242 0.61850
O 0.50941 1.81584 0.27545
C -1.52964 2.88638 0.56283
C -2.40907 3.92300 0.78108
C -3.76921 3.69932 0.59715
C -4.22142 2.42922 0.17789
C -3.31693 1.43406 -0.04034
N -1.98634 1.66225 0.15147
C -3.51300 0.04502 -0.54538
O -4.72230 -0.46379 -0.71875
O -2.53608 -0.64434 -0.78962
H 1.52569 3.67736 1.09168
H -2.03052 4.89537 1.06682
H -4.47917 4.49649 0.75928
H -5.27973 2.27292 0.00237
H -5.40421 0.16294 -0.44469
C 5.48695 -0.74699 0.61675
Si 5.42257 -0.74734 2.48893
C 4.94595 -2.45289 3.06523
C 7.13816 -0.34356 3.11135
C 4.25954 0.56207 3.09683
Te 2.19138 0.21650 2.56860
C 1.88669 -1.06056 4.25599
Si 1.11831 -0.18744 5.72234
C 2.27952 1.16692 6.26296
C -0.52378 0.55331 5.27494
C 0.88972 -1.40776 7.10886
H 6.51320 -0.92327 0.28279
H 5.16405 0.20974 0.19411
H 4.86253 -1.53142 0.18290
H 5.57434 -3.20096 2.57304
H 3.90316 -2.67504 2.82159
H 5.07367 -2.57158 4.14535
H 7.86706 -1.08456 2.76980
H 7.17659 -0.31500 4.20418
H 7.45871 0.63482 2.74123
H 4.53725 1.52283 2.65125
H 4.31156 0.69588 4.18126
H 2.86764 -1.46126 4.51688
H 1.25854 -1.88240 3.90367
H 2.46793 1.85330 5.43264
H 3.24136 0.76115 6.59156
H 1.86055 1.74530 7.09067
H -0.41944 1.24929 4.43844
H -0.95061 1.09467 6.12432
H -1.23442 -0.21614 4.96266
H 1.84140 -1.84611 7.42191
H 0.22455 -2.22377 6.81341
H 0.44640 -0.91639 7.98001